Here is a structure of composition C2H7ClN2O2S at a distorted geometry from the OMol25 dataset. Energies are from wB97M-V/def2-TZVPD.

Last column: Mulliken charge in e.
Element x y z (Å)
1 C -0.12 -2.63 1.20  -0.61
2 C -0.44 -1.87 0.17  -0.01
3 N 1.86 1.09 -0.43  -0.63
4 N 0.55 0.79 -0.99  -0.13
5 O -0.83 2.58 0.38  -0.54
6 O -1.79 1.03 -1.29  -0.54
7 S -0.98 1.00 -0.17  0.69
8 Cl -2.04 -1.54 -0.29  -0.17
9 H 0.91 -2.91 1.50  0.26
10 H -0.92 -3.13 1.96  0.19
11 H -1.38 3.28 0.00  0.33
12 H 0.44 -1.42 -0.25  0.44
13 H 1.82 1.09 0.63  0.25
14 H 2.25 2.09 -0.52  0.24
15 H 0.67 0.55 -1.89  0.24

* E_tot: -1198.6140 Eh
* orbital gap: 0.3558 Ha
* charge: 0
* strongest force on any atom: 5.7 eV/Å
* energy relative to the best compared isomer or geometry (same formula, charge and spin): 62.8 kcal per mole

=====

Here is the molecule C3H8N4 at a distorted geometry from the OMol25 dataset. Energies are from wB97M-V/def2-TZVPD.

Last column: Mulliken charge in e.
Element x y z (Å)
1 C 1.11 -1.03 -1.24  -1.24
2 N -1.10 -1.33 0.10  -0.67
3 C -0.04 -0.28 -0.65  0.90
4 N 0.13 1.07 2.21  -0.27
5 C -0.43 0.95 -1.07  -0.96
6 N -0.26 -0.66 0.94  0.47
7 N -0.73 0.07 1.87  -0.62
8 H -2.06 -0.96 0.22  0.37
9 H 0.77 1.36 1.47  0.24
10 H -0.28 1.67 2.91  0.25
11 H 1.23 -0.78 -2.29  0.38
12 H 2.03 -0.78 -0.70  0.22
13 H 0.96 -2.11 -1.15  0.34
14 H -0.09 1.32 -2.03  0.29
15 H -1.24 1.49 -0.59  0.29

* E_tot: -337.9319 Eh
* orbital gap: 0.2881 Ha
* charge: 0
* strongest force on any atom: 2.3 eV/Å
* energy relative to the best compared isomer or geometry (same formula, charge and spin): 139.2 kcal per mole

=====

Here is a cluster of 10 separate species, C12H44O10 in total at a distorted geometry from the OMol25 dataset. Energies are from wB97M-V/def2-TZVPD.

Last column: Mulliken charge in e.
Element x y z (Å)
1 C 1.86 -1.77 3.70  -0.35
2 O 0.98 -0.63 3.70  -0.45
3 H 2.85 -1.45 4.04  0.29
4 H 1.47 -2.61 4.26  0.25
5 H 1.96 -2.06 2.65  0.01
6 H 0.61 -0.56 4.59  0.26
7 C 3.07 -3.34 -0.30  -0.10
8 O 2.54 -4.59 0.11  -0.54
9 H 2.57 -2.94 -1.19  -0.13
10 H 2.97 -2.57 0.46  0.09
11 H 4.12 -3.51 -0.54  0.32
12 H 1.97 -4.45 0.89  0.33
13 C -4.32 -1.34 1.20  -0.50
14 O -3.16 -1.85 1.85  -0.45
15 H -4.33 -0.25 1.17  0.15
16 H -4.35 -1.70 0.17  0.26
17 H -5.22 -1.68 1.72  0.26
18 H -2.43 -1.25 1.62  0.36
19 C 0.55 -1.85 -4.13  -0.33
20 O -0.73 -1.45 -3.71  -0.55
21 H 1.13 -2.37 -3.35  -0.01
22 H 0.46 -2.58 -4.93  0.31
23 H 1.12 -0.98 -4.46  0.19
24 H -0.64 -0.62 -3.22  0.25
25 C 1.59 2.86 2.69  -0.07
26 O 1.42 3.65 3.86  -0.56
27 H 1.55 1.82 2.99  0.07
28 H 0.79 3.01 1.96  0.01
29 H 2.57 3.03 2.23  0.26
30 H 1.40 4.58 3.61  0.31
31 C -0.57 -4.11 1.83  -0.33
32 O 0.64 -4.76 2.22  -0.58
33 H -0.39 -3.42 1.01  0.02
34 H -1.34 -4.81 1.51  0.37
35 H -0.93 -3.51 2.67  0.28
36 H 0.51 -5.16 3.09  0.30
37 C 2.60 2.32 -0.79  -0.49
38 O 2.92 1.31 -1.75  -0.60
39 H 2.94 2.05 0.21  0.31
40 H 3.04 3.28 -1.07  0.36
41 H 1.52 2.45 -0.78  0.03
42 H 3.88 1.21 -1.72  0.32
43 C 0.17 -0.53 0.30  -0.04
44 O -0.72 -0.50 1.43  -0.30
45 H 0.78 0.37 0.30  -0.09
46 H 0.82 -1.42 0.35  -0.06
47 H -0.42 -0.55 -0.61  0.25
48 H -0.17 -0.52 2.23  0.18
49 C -1.50 1.95 -3.94  -1.41
50 C -0.18 2.20 -3.25  -0.04
51 O 0.24 0.99 -2.64  -0.18
52 H -1.45 1.26 -4.79  0.39
53 H -1.83 2.92 -4.35  0.37
54 H -2.26 1.59 -3.25  0.23
55 H -0.23 3.03 -2.54  0.34
56 H 0.55 2.52 -4.01  0.34
57 H 1.18 1.02 -2.37  0.13
58 C -2.13 2.68 0.37  -0.60
59 C -3.20 3.30 -0.51  -0.45
60 O -2.54 4.11 -1.48  -0.51
61 H -1.54 3.45 0.88  0.26
62 H -1.46 2.09 -0.26  -0.08
63 H -2.55 2.04 1.14  0.37
64 H -3.87 3.89 0.13  0.34
65 H -3.76 2.48 -0.97  0.32
66 H -3.13 4.20 -2.23  0.31

* E_tot: -1235.8430 Eh
* orbital gap: 0.3626 Ha
* charge: 0
* strongest force on any atom: 1.1 eV/Å
* energy relative to the best compared isomer or geometry (same formula, charge and spin): 105.0 kcal per mole
* SMILES: CCO.CCO.CO.CO.CO.CO.CO.CO.CO.CO

=====

Here is the molecule C5H8O from the OMol25 dataset. Energies are from wB97M-V/def2-TZVPD.

Last column: Mulliken charge in e.
Element x y z (Å)
1 C -0.59 1.38 0.71  -1.12
2 C -0.63 0.50 -0.54  0.27
3 O 0.66 0.47 -1.14  -0.44
4 C 1.38 -0.56 -0.47  -0.56
5 C 0.31 -1.55 -0.07  -0.24
6 C -0.86 -0.93 -0.11  -0.50
7 H 0.22 1.01 1.35  0.26
8 H -0.37 2.43 0.46  0.30
9 H -1.52 1.32 1.27  0.35
10 H -1.33 0.88 -1.29  0.33
11 H 2.16 -0.93 -1.13  0.34
12 H 1.87 -0.16 0.43  0.22
13 H 0.52 -2.55 0.30  0.39
14 H -1.82 -1.30 0.23  0.40

* E_tot: -270.5161 Eh
* orbital gap: 0.3809 Ha
* charge: 0
* strongest force on any atom: 0.3 eV/Å
* energy relative to the best compared isomer or geometry (same formula, charge and spin): 26.2 kcal per mole
* SMILES: C[C@@H]1C=CCO1

=====

Here is a structure of composition C7H19AgClNO9P at a distorted geometry from the OMol25 dataset. Energies are from wB97M-V/def2-TZVPD.

Last column: Mulliken charge in e.
Element x y z (Å)
1 Ag 3.92 -2.31 23.69  0.52
2 Cl 4.97 -0.68 25.55  -0.77
3 N 1.38 -2.50 22.42  1.12
4 O 2.38 -2.75 21.69  -0.62
5 O 1.57 -1.81 23.44  -0.64
6 O 0.26 -2.84 22.07  -0.67
7 C 2.00 -6.71 26.18  -0.67
8 O 3.36 -6.27 26.19  -0.36
9 P 4.09 -5.76 24.87  0.58
10 O 3.55 -4.49 24.38  -0.03
11 O 5.59 -5.72 25.32  -0.43
12 C 6.09 -4.44 25.85  -0.50
13 O 4.03 -7.00 23.88  -0.32
14 C 3.18 -6.94 22.71  -0.48
15 H 1.45 -6.16 26.94  0.26
16 H 2.07 -7.76 26.48  0.26
17 H 1.58 -6.73 25.18  0.30
18 H 6.79 -4.11 25.09  0.14
19 H 6.54 -4.67 26.81  0.27
20 H 5.27 -3.75 26.01  0.28
21 H 2.93 -5.89 22.56  0.18
22 H 2.27 -7.47 22.97  0.25
23 H 3.64 -7.36 21.82  0.24
24 C 5.45 -3.94 21.43  -0.59
25 O 6.18 -3.14 22.34  0.02
26 C 7.26 -2.45 21.70  -0.71
27 C 7.57 -1.30 22.62  -0.38
28 O 8.34 -1.81 23.69  -0.31
29 C 8.70 -0.90 24.70  -0.78
30 H 4.94 -3.30 20.70  0.38
31 H 4.70 -4.49 22.00  -0.10
32 H 6.09 -4.59 20.81  0.34
33 H 6.97 -2.06 20.72  0.39
34 H 8.02 -3.23 21.60  0.34
35 H 6.60 -0.88 22.92  0.21
36 H 8.17 -0.55 22.08  0.45
37 H 9.78 -1.01 24.85  0.28
38 H 8.23 -1.12 25.66  0.21
39 H 8.45 0.14 24.44  0.34

* E_tot: -1958.5846 Eh
* orbital gap: 0.2822 Ha
* charge: -1
* strongest force on any atom: 1.5 eV/Å
* energy relative to the best compared isomer or geometry (same formula, charge and spin): 0.0 kcal per mole

=====

Q: Which formula does entry 4 have?
A: C5H8O